1) {"formula": "C9H15N2O2", "method": "ωB97M-V with the def2-TZVPD basis set", "smiles": "C=C(C)C1=C(C/[NH+]=C/ONOC)C1", "homo_energy_ev": -12.24, "total_charge": 1, "spin_multiplicity": 1, "elements": ["C", "C", "C", "C", "C", "C", "N", "C", "O", "N", "O", "C", "C", "H", "H", "H", "H", "H", "H", "H", "H", "H", "H", "H", "H", "H", "H", "H"], "positions_angstrom": [[0.93954, -1.49160, 0.81520], [1.05190, -0.31814, 1.35054], [2.42516, 0.22525, 1.82656], [-0.09029, 0.46273, 1.63236], [-1.26620, 0.89633, 1.45258], [-2.56952, 1.00954, 0.66180], [-2.34384, 0.96978, -0.75640], [-1.25426, 0.65879, -1.38204], [-1.11449, 0.52109, -2.63874], [0.30267, 0.34549, -3.12055], [1.02966, -0.33743, -2.24912], [0.99427, -1.83879, -2.30908], [-0.55646, 1.45886, 2.64637], [0.03954, -1.91238, 0.51352], [1.82222, -2.19017, 0.56495], [2.30359, 1.22573, 2.18069], [3.21935, 0.07025, 1.03111], [2.79654, -0.44651, 2.51764], [-3.30007, 0.26274, 1.22502], [-2.89774, 2.06097, 0.88238], [-3.16250, 0.95558, -1.30360], [-0.31452, 0.45766, -0.76469], [0.14751, -0.07349, -3.97418], [1.49493, -2.10952, -3.21204], [-0.04139, -2.20407, -2.19657], [1.45853, -2.13842, -1.41663], [-0.24753, 2.44655, 2.51782], [-0.86660, 1.03320, 3.50509]]}



2) {"formula": "C9H15N2O2", "method": "ωB97M-V with the def2-TZVPD basis set", "homo_energy_ev": [-10.26, -10.26], "total_charge": 1, "spin_multiplicity": 1, "elements": ["C", "C", "C", "C", "C", "C", "C", "C", "C", "N", "N", "O", "O", "H", "H", "H", "H", "H", "H", "H", "H", "H", "H", "H", "H", "H", "H", "H"], "positions_angstrom": [[-2.57615, 0.94117, 0.56119], [1.68152, 1.90930, 2.36755], [-2.80028, -0.50669, 0.32201], [1.42150, 1.36269, -0.81060], [0.31703, 0.47737, -1.57804], [2.01696, 0.58321, 0.30286], [0.43645, -0.01643, 1.99696], [-0.87588, 0.28543, -0.69425], [-1.63104, -1.95946, -1.31485], [-1.67153, -0.76432, -0.58356], [1.42378, 0.79568, 1.68088], [-3.22836, 1.70203, 1.17988], [-1.40348, 1.34357, -0.07550], [1.09223, 2.09786, 3.17382], [2.54106, 2.52424, 2.08360], [-2.70250, -1.02146, 1.32454], [-3.79062, -1.07141, -0.03202], [2.14778, 1.69738, -1.53530], [0.99267, 2.36026, -0.50121], [-0.10384, 1.01502, -2.51143], [0.67881, -0.43844, -1.87088], [1.90240, -0.57704, 0.05014], [3.13102, 0.74350, 0.39083], [-0.00191, 0.21898, 2.87797], [0.42130, -1.00011, 1.71904], [-1.10371, -1.89143, -2.26906], [-1.10146, -2.64922, -0.68607], [-2.69153, -2.33981, -1.41570]]}



How do the structures above rank in stability at the extremes? 2) comes first and 1) comes last.